{
  "formula": "C2H4N2O",
  "method": "ωB97M-V/def2-TZVPD",
  "species": ["C", "C", "N", "N", "O", "H", "H", "H", "H"],
  "xyz": [[-0.657862, -0.008350, -0.396602], [1.421079, 1.002388, 1.116129], [-1.731923, 0.263629, 0.200548], [0.402470, -0.816285, -0.269202], [1.784337, 1.901027, 0.540638], [-0.579711, 0.491114, -1.313750], [-1.938874, -0.278869, 0.976047], [0.519086, -1.640768, 0.360802], [0.781398, -0.913887, -1.214610]],
  "forces_ev_per_a": [[-1.9, 0.3, -0.3], [0.4, 0.6, 0.8], [0.0, 1.0, -0.9], [1.4, -2.4, -0.4], [0.0, 0.0, -0.2], [0.5, 1.2, -1.4], [-0.2, -1.3, 2.2], [-0.5, 1.3, -0.7], [0.4, -0.5, 0.9]],
  "relative_energy_kcal_mol": 28.2,
  "orbital_gap_ev": 10.57,
  "e_homo_ev": -9.692,
  "total_charge": 0
}

***

{
  "formula": "C14H28BeFO8",
  "method": "ωB97M-V/def2-TZVPD",
  "species": ["Be", "F", "C", "C", "C", "O", "C", "H", "H", "H", "H", "H", "H", "H", "H", "C", "C", "C", "O", "C", "H", "H", "H", "H", "H", "H", "H", "H", "C", "O", "C", "O", "O", "C", "H", "H", "H", "H", "H", "H", "C", "O", "C", "O", "O", "C", "H", "H", "H", "H", "H", "H"],
  "xyz": [[25.539930, 12.337160, -10.413210], [24.307830, 10.410000, -9.436950], [29.854220, 11.249300, -9.118530], [29.105580, 10.361110, -8.346170], [27.834720, 10.043770, -9.213580], [27.628440, 11.342700, -9.677430], [28.821230, 11.960830, -9.971400], [30.552720, 10.778690, -9.810430], [30.466940, 11.842100, -8.439370], [28.769740, 10.968930, -7.506010], [29.635600, 9.498640, -7.942030], [26.919980, 9.773100, -8.686250], [28.155350, 9.508390, -10.107260], [28.657650, 12.985380, -9.637280], [29.205090, 11.956440, -10.991570], [22.205990, 13.416430, -8.144940], [22.983610, 14.647880, -7.721160], [23.607130, 15.201050, -9.017340], [23.723300, 14.108600, -9.893000], [22.457190, 13.417400, -9.620320], [21.132770, 13.368490, -7.960530], [22.627340, 12.503370, -7.724370], [23.880490, 14.274670, -7.226770], [22.436800, 15.363700, -7.107410], [24.540340, 15.710380, -8.776910], [23.124250, 16.017010, -9.555050], [22.368420, 12.401320, -10.004770], [21.694630, 13.867360, -10.256050], [26.495450, 6.336060, -4.736950], [25.996790, 7.452500, -5.376570], [24.622090, 7.503170, -5.520500], [23.866120, 6.767010, -4.931630], [24.336950, 8.682500, -6.128570], [23.019480, 8.884720, -6.545200], [27.574940, 6.481960, -4.776020], [26.154180, 5.372120, -5.114400], [26.154010, 6.383720, -3.702910], [22.471030, 7.962900, -6.738970], [23.082180, 9.550030, -7.406320], [22.558920, 9.485220, -5.760740], [25.570320, 8.327060, -11.575450], [25.758740, 8.724960, -12.941080], [26.141230, 9.957160, -13.172100], [26.380020, 10.862040, -12.373960], [26.001060, 10.155040, -14.471060], [26.147720, 11.425820, -15.036800], [26.505360, 8.492680, -11.040310], [25.436450, 7.245360, -11.564780], [24.810870, 8.844690, -10.989450], [25.566440, 12.268790, -14.663150], [26.124880, 11.410980, -16.126460], [27.141070, 11.845980, -14.879210]],
  "forces_ev_per_a": [[-0.6, -3.4, 1.2], [1.4, 2.3, -0.9], [3.4, 1.9, -2.3], [-3.2, -3.2, 2.8], [1.6, -0.1, 0.8], [-4.2, 2.0, -1.4], [2.0, 2.5, 0.5], [0.1, -0.3, 0.1], [-0.1, 0.6, -0.5], [-0.5, -0.5, 0.5], [-0.1, -0.1, -0.2], [0.3, -0.6, -0.3], [-0.5, -1.0, 0.3], [0.4, 0.3, -0.3], [-0.9, -0.2, -0.4], [-0.1, -0.2, -0.4], [0.8, 0.2, 0.0], [0.3, 2.3, 1.1], [0.6, -2.5, -0.6], [-1.1, -1.5, -1.7], [0.1, 0.4, 0.1], [0.1, 0.1, 0.1], [-0.3, 0.3, 0.8], [0.2, 0.0, -0.1], [0.5, -0.7, -0.2], [-0.9, -0.3, 0.0], [1.2, -0.2, -0.2], [0.0, 1.0, 0.4], [1.4, -0.5, 0.7], [-2.3, 1.1, -1.4], [0.1, 0.0, 2.3], [0.9, 1.0, -1.7], [1.3, -1.7, 0.1], [-0.8, 0.4, -0.5], [-0.1, -0.4, 0.1], [-0.3, 0.0, -0.3], [0.0, -0.1, 0.5], [0.1, 0.0, 0.2], [0.2, 0.0, -0.3], [-0.4, 0.0, 0.3], [1.2, -0.5, 0.9], [0.1, 0.1, 0.7], [-2.1, 0.8, -1.0], [0.1, 0.3, 1.0], [0.0, -0.5, 0.0], [1.9, 2.2, -0.6], [0.1, 0.1, 0.0], [-0.3, 0.2, -0.4], [-0.3, 0.2, -0.7], [-1.0, -0.7, 0.3], [-0.7, -0.7, 0.2], [0.5, -0.5, 0.4]],
  "orbital_gap_ev": [6.87, 3.54],
  "e_homo_ev": [-15.896, -15.895],
  "total_charge": 2,
  "spin_multiplicity": 2
}

***

{
  "formula": "H3N2O2S2",
  "method": "ωB97M-V/def2-TZVPD",
  "species": ["N", "N", "O", "O", "S", "S", "H", "H", "H"],
  "xyz": [[0.053284, -0.298493, -2.125061], [0.668513, -0.931801, -1.202291], [-1.415546, 1.626236, 2.208164], [0.911729, 0.827676, 1.435429], [-1.108046, -1.040188, 0.995786], [-0.769015, 0.940287, 1.084006], [0.019520, 0.757010, -2.045203], [1.164891, 0.053633, 0.895895], [0.474669, -1.934362, -1.246725]],
  "forces_ev_per_a": [[0.1, -1.9, 1.0], [-0.8, 3.5, -1.4], [0.3, -0.2, 0.4], [-0.4, 0.3, 0.0], [-0.6, -0.2, 0.5], [0.5, -0.3, -0.9], [1.2, -1.2, 0.8], [-0.1, 0.2, 0.2], [-0.2, -0.1, -0.7]],
  "relative_energy_kcal_mol": 22.2,
  "orbital_gap_ev": 7.43,
  "e_homo_ev": -3.677,
  "total_charge": -1
}

***

{
  "formula": "C5H11NO",
  "method": "ωB97M-V/def2-TZVPD",
  "species": ["C", "C", "C", "C", "C", "N", "O", "H", "H", "H", "H", "H", "H", "H", "H", "H", "H", "H"],
  "xyz": [[1.215215, 0.175573, -0.289630], [0.263863, 1.134720, -0.356078], [-2.613180, 0.189005, 0.213833], [2.183369, 0.058635, 0.848643], [-1.384878, -0.672932, 0.185086], [1.418648, -0.707508, -1.323987], [-1.139675, -1.500505, -0.667637], [-0.822200, -0.700549, 1.161843], [0.629040, -0.809879, -1.948658], [1.815688, -1.595613, -1.055833], [0.193519, 1.883003, 0.413850], [-0.282954, 1.319446, -1.265283], [-3.374319, -0.324453, 0.802265], [-2.406090, 1.147544, 0.681220], [-2.994703, 0.337168, -0.794112], [2.011971, 0.834335, 1.589167], [3.203561, 0.147324, 0.476082], [2.083127, -0.915312, 1.329229]],
  "forces_ev_per_a": [[0.0, 0.8, -0.5], [0.9, 0.0, 0.0], [0.1, 0.2, -0.4], [-0.3, -0.1, 0.0], [0.0, -1.0, 1.1], [0.1, 0.0, 0.0], [-0.3, 0.2, -0.1], [-0.4, 0.0, -0.5], [0.1, -0.1, 0.1], [-0.1, 0.0, -0.1], [0.0, 0.1, 0.2], [-0.2, -0.2, -0.1], [0.0, -0.1, 0.1], [0.0, 0.1, 0.1], [0.0, 0.0, 0.0], [0.0, 0.0, 0.0], [0.0, 0.0, 0.0], [0.0, -0.1, 0.1]],
  "relative_energy_kcal_mol": 39.0,
  "orbital_gap_ev": 9.23,
  "e_homo_ev": -8.181,
  "total_charge": 0,
  "smiles": "C=C(C)N.CC=O"
}

***

| no. | DFT total energy (eV) |
| --- | --- |
| 1 | -7165.2588 |
| 2 | -34445.9487 |
| 3 | -28793.6813 |
| 4 | -8900.0054 |